Entry 1:
{"formula": "C5H12S", "method": "ωB97M-V/def2-TZVPD", "symbols": ["C", "C", "C", "C", "C", "S", "H", "H", "H", "H", "H", "H", "H", "H", "H", "H", "H", "H"], "xyz": [[-0.534, -2.094, 0.318], [2.666, 0.474, -0.312], [-2.321, 0.521, -0.019], [1.515, -0.314, 0.333], [-0.953, 0.776, -0.607], [-0.002, -0.891, -0.689], [-1.156, -2.811, -0.186], [-0.822, -1.846, 1.328], [2.316, 1.440, -0.674], [3.091, -0.086, -1.141], [-2.952, 1.404, -0.097], [-2.806, -0.299, -0.549], [-2.243, 0.245, 1.032], [1.887, -1.268, 0.702], [3.442, 0.633, 0.432], [1.099, 0.245, 1.171], [-0.383, 1.508, -0.042], [-1.018, 1.082, -1.650]], "forces_ev_per_angstrom": [[-0.35, 0.06, -0.30], [-1.02, -0.28, -0.23], [0.08, -0.03, -0.02], [-0.11, -0.11, -0.44], [0.16, -0.69, -0.21], [1.33, 0.93, 1.09], [-0.09, -0.20, -0.16], [0.08, 0.08, 0.23], [0.14, 0.08, -0.05], [0.07, 0.03, -0.09], [-0.04, 0.10, -0.01], [-0.08, -0.01, 0.07], [-0.06, -0.06, 0.01], [-0.18, -0.03, -0.03], [0.04, 0.05, 0.07], [-0.12, -0.06, 0.05], [0.13, 0.01, 0.02], [0.02, 0.14, -0.01]], "mulliken_charge": [-0.96, -1.08, -1.18, -0.67, -0.38, 0.10, 0.34, 0.29, 0.30, 0.30, 0.38, 0.31, 0.28, 0.51, 0.36, 0.41, 0.34, 0.34], "lumo_energy_ev": 0.8854, "energy_ha": -595.79343, "gap_ev": 8.15, "de_lowest_kj_mol": 232.6, "multiplicity": 1}

---

Entry 2:
{"formula": "C5H12S", "method": "ωB97M-V/def2-TZVPD", "symbols": ["C", "C", "C", "C", "C", "H", "H", "H", "H", "H", "H", "H", "H", "H", "H", "H", "H", "S"], "xyz": [[-2.455, -0.369, -0.287], [-1.218, -0.649, 0.482], [-0.275, 0.199, -0.062], [1.024, 0.088, 0.431], [1.960, 1.247, -0.125], [-2.079, 0.055, -1.424], [-3.230, -1.486, -0.515], [-2.998, 0.435, 0.301], [-1.353, -0.737, 1.510], [-1.022, -1.706, 0.394], [-0.893, 1.146, -0.031], [-0.249, -0.111, -1.057], [1.114, 0.087, 1.470], [2.022, 0.940, -1.198], [3.035, 1.166, 0.413], [1.526, 2.277, 0.175], [3.313, -1.062, -0.380], [1.778, -1.522, -0.097]], "forces_ev_per_angstrom": [[-3.18, -1.43, -2.84], [-3.14, -5.17, 0.36], [-1.18, 3.08, -1.33], [5.72, 1.59, 0.07], [0.96, -0.63, 1.79], [-1.75, -1.25, 3.20], [2.29, 3.84, 0.86], [-0.06, -0.91, -1.31], [-0.45, 1.30, 2.26], [0.78, -0.74, -0.97], [1.97, 0.28, -0.04], [0.28, 0.16, -2.14], [-0.16, 0.06, 1.87], [0.25, 1.31, 0.61], [-2.41, 0.17, -1.46], [0.62, -1.64, -1.05], [-3.67, -0.87, 0.74], [3.12, 0.84, -0.62]], "mulliken_charge": [-0.97, -0.51, -0.97, -0.02, -1.24, 0.24, 0.28, 0.25, 0.50, 0.35, 0.33, 0.36, 0.49, 0.38, 0.27, 0.33, 0.16, -0.25], "lumo_energy_ev": 0.6436, "energy_ha": -595.73641, "gap_ev": 9.77, "de_lowest_kj_mol": 382.3, "multiplicity": 1}

---

Entry 3:
{"formula": "C5H12S", "method": "ωB97M-V/def2-TZVPD", "symbols": ["C", "C", "C", "H", "H", "H", "H", "H", "H", "C", "C", "S", "H", "H", "H", "H", "H", "H"], "xyz": [[2.293, -1.524, 2.734], [0.999, -1.798, 2.551], [0.431, -3.177, 2.642], [2.614, -0.581, 3.158], [2.980, -2.366, 2.742], [0.212, -1.043, 2.543], [1.280, -3.797, 2.935], [-0.422, -3.374, 3.285], [0.159, -3.578, 1.654], [-1.764, 3.119, -3.075], [-0.950, 2.168, -2.146], [-1.012, 0.446, -2.573], [-2.745, 2.708, -3.321], [-1.195, 3.160, -4.004], [-1.892, 4.104, -2.634], [0.023, 2.666, -2.157], [-1.170, 2.383, -1.086], [0.159, 0.483, -3.247]], "forces_ev_per_angstrom": [[-0.87, -0.46, 0.58], [-0.79, 0.37, 1.04], [1.24, -1.15, -1.63], [0.23, 0.28, -0.87], [0.13, 0.20, 0.20], [0.50, 0.39, 0.04], [-0.30, -0.40, 0.30], [0.07, 0.57, 0.27], [-0.21, 0.21, 0.08], [0.06, -1.21, 0.06], [-0.28, 2.83, 0.66], [0.73, -0.14, -0.18], [0.02, 0.06, 0.13], [-0.21, 0.36, -0.11], [0.15, 0.09, -0.03], [0.54, -0.98, -0.30], [-0.65, -0.73, -0.29], [-0.35, -0.29, 0.07]], "mulliken_charge": [-0.67, 0.07, -0.96, 0.26, 0.24, 0.27, 0.26, 0.30, 0.25, -0.90, -0.50, -0.21, 0.31, 0.25, 0.31, 0.30, 0.31, 0.13], "smiles": "C=CC.CCS", "lumo_energy_ev": 0.9045, "energy_ha": -595.82605, "gap_ev": 10.00, "de_lowest_kj_mol": 147.0, "multiplicity": 1}

---

Entry 4:
{"formula": "C5H13BN2", "method": "ωB97M-V/def2-TZVPD", "symbols": ["B", "C", "C", "C", "C", "C", "N", "N", "H", "H", "H", "H", "H", "H", "H", "H", "H", "H", "H", "H", "H"], "xyz": [[-0.593, -1.331, 0.446], [-3.013, -0.114, -1.039], [-2.868, 0.704, 0.126], [1.976, 0.010, -1.258], [2.377, 0.673, 1.141], [1.340, 0.305, 0.166], [-1.723, 0.375, -0.617], [0.656, -0.987, 0.604], [-1.109, -2.303, 0.866], [-3.329, -1.169, -0.766], [-3.336, 0.216, -1.937], [-3.126, 1.745, 0.273], [-3.075, 0.240, 1.060], [1.214, -0.093, -2.003], [2.578, 0.779, -1.492], [2.534, -0.896, -1.172], [3.352, 0.477, 0.788], [2.175, 0.087, 2.128], [2.301, 1.737, 1.308], [0.616, 1.133, 0.076], [1.052, -1.588, 1.303]], "forces_ev_per_angstrom": [[-4.11, 2.14, -2.06], [-0.11, -3.09, 1.84], [-0.90, 1.76, 2.01], [-2.82, -1.52, 2.48], [-0.59, -0.50, 2.78], [-0.64, -1.70, -2.07], [3.40, -3.30, 1.01], [1.75, 2.09, -0.05], [-0.55, 0.01, -0.16], [0.47, 1.09, -0.72], [-1.19, 1.12, -2.74], [-0.11, 0.40, -0.77], [-0.04, -0.79, 0.88], [-0.49, -0.13, -0.35], [2.27, 2.76, -0.98], [0.49, -0.65, -0.06], [1.24, -0.47, -0.21], [0.66, 1.37, -1.47], [0.19, 0.30, 0.49], [-0.17, -0.99, 0.02], [1.23, 0.09, 0.12]], "mulliken_charge": [0.03, -0.22, -0.49, -1.68, -1.28, 0.76, -0.47, -0.14, -0.06, 0.10, 0.29, 0.21, 0.16, 0.40, 0.51, 0.39, 0.32, 0.31, 0.30, 0.33, 0.22], "lumo_energy_ev": 0.6193, "energy_ha": -332.53380, "gap_ev": 8.35, "de_lowest_kj_mol": 312.0, "multiplicity": 1}

---

Entry 5:
{"formula": "C5H13BO4P", "method": "ωB97M-V/def2-TZVPD", "symbols": ["C", "O", "B", "O", "P", "C", "C", "C", "C", "O", "O", "H", "H", "H", "H", "H", "H", "H", "H", "H", "H", "H", "H", "H"], "xyz": [[2.530, 0.615, 0.959], [2.816, -0.177, -0.256], [1.600, -0.066, -1.014], [1.505, 1.000, -1.997], [0.070, -1.213, -0.853], [0.601, -2.930, -0.194], [-1.302, -0.617, 0.279], [-1.360, 0.946, 0.574], [-2.395, 1.753, -0.340], [-2.874, 1.359, -1.407], [-2.780, 3.034, 0.164], [2.295, 1.708, 0.693], [3.378, 0.553, 1.715], [1.542, 0.187, 1.377], [0.739, 1.540, -1.670], [-0.423, -1.461, -2.181], [1.728, -3.023, -0.080], [0.181, -3.781, -0.823], [0.131, -3.051, 0.851], [-2.296, -0.892, -0.237], [-1.307, -1.229, 1.253], [-0.372, 1.506, 0.534], [-1.744, 1.069, 1.654], [-2.263, 3.171, 0.998]], "forces_ev_per_angstrom": [[-1.13, 0.29, 0.27], [-2.75, 0.34, -0.55], [3.67, 3.11, -1.09], [-0.99, -1.73, 3.12], [-0.89, -2.68, 0.83], [-0.41, -0.29, 0.77], [-1.44, 0.28, -0.06], [-0.81, 0.55, 0.74], [-1.47, 0.59, -1.64], [1.78, 0.80, 3.36], [1.82, -2.79, 0.05], [0.71, -1.46, 0.31], [-1.17, -0.12, -1.25], [1.54, 0.61, 0.10], [0.53, -0.29, -1.18], [0.16, 0.44, 0.82], [-1.45, 0.29, -0.35], [0.62, 1.31, 0.60], [0.76, 0.29, -1.56], [1.54, 0.38, 0.58], [0.46, 0.98, -1.51], [-1.02, -0.82, 0.03], [0.66, -0.19, -1.58], [-0.73, 0.12, -0.82]], "mulliken_charge": [-0.47, -0.40, 0.34, -0.49, 0.42, -0.93, -0.66, -0.76, 0.65, -0.49, -0.45, 0.24, 0.29, 0.18, 0.38, 0.18, 0.35, 0.36, 0.31, 0.46, 0.43, 0.35, 0.37, 0.34], "lumo_energy_ev": -4.7928, "energy_ha": -865.23785, "gap_ev": 9.67, "de_lowest_kj_mol": 223.1, "multiplicity": 1, "total_charge": 1}

---

Entry 6:
{"formula": "C5H13ClI2LuN2O2P", "method": "ωB97M-V/def2-TZVPD", "symbols": ["I", "I", "Lu", "P", "C", "C", "H", "H", "H", "C", "H", "H", "H", "H", "H", "H", "C", "O", "Cl", "N", "C", "N", "O", "H", "H", "H", "H"], "xyz": [[-0.917, 0.420, 3.305], [1.055, -1.183, 3.068], [-0.857, -0.817, -1.552], [0.771, 1.169, -1.385], [1.692, 2.091, -0.125], [2.137, 0.789, -2.566], [-0.665, 2.198, -3.123], [0.809, 3.156, -2.779], [-0.583, 3.218, -1.635], [0.003, 2.550, -2.329], [1.787, 0.168, -3.414], [2.501, 1.766, -2.993], [2.246, 2.849, -0.689], [2.370, 1.417, 0.405], [2.982, 0.289, -2.090], [0.988, 2.551, 0.571], [1.586, 1.141, 5.259], [1.687, 1.058, 6.384], [-1.411, -1.120, -3.821], [-3.380, -2.486, 1.333], [-2.127, -2.728, 0.879], [-1.538, -3.921, 1.109], [-1.608, -1.939, -0.009], [-3.587, -2.800, 2.255], [-3.675, -1.520, 1.153], [-0.569, -3.972, 0.768], [-1.697, -4.341, 2.022]], "forces_ev_per_angstrom": [[-1.36, 0.86, -0.12], [1.07, -1.13, -0.44], [-1.10, -1.30, -0.33], [2.02, 2.37, -0.89], [-0.32, -0.42, 0.31], [0.09, 0.08, -0.80], [0.12, 0.08, 0.03], [-0.33, -0.33, 0.21], [0.50, -0.72, -0.68], [-0.83, 0.69, 0.63], [0.20, 0.30, 0.33], [-0.38, -0.94, 0.47], [-0.01, -0.05, 0.26], [-0.06, 0.24, 0.00], [-0.16, -0.04, 0.06], [0.23, 0.06, 0.04], [0.37, 0.17, 1.66], [-0.13, 0.09, -1.32], [0.13, 0.10, 0.40], [1.69, 1.50, -0.60], [-0.88, -1.11, -0.94], [0.81, 1.47, 0.40], [-0.26, -0.32, 0.50], [-0.51, -0.53, 0.60], [-0.08, -0.65, 0.21], [-0.72, -0.19, 0.39], [-0.09, -0.29, -0.37]], "mulliken_charge": [0.03, 0.03, 1.34, 0.77, -1.08, -1.13, 0.40, 0.38, 0.37, -1.13, 0.39, 0.36, 0.38, 0.36, 0.39, 0.36, 0.09, -0.16, -0.43, -0.34, 0.47, -0.33, -0.61, 0.29, 0.26, 0.26, 0.29], "lumo_energy_ev": -8.1625, "energy_ha": -3090.32831, "gap_ev": 6.96, "de_lowest_kj_mol": 14.1, "multiplicity": 1, "total_charge": 2}

---

Entry 7:
{"formula": "C5H13ClI2N2OPSTm", "method": "ωB97M-V/def2-TZVPD", "symbols": ["I", "I", "Tm", "P", "C", "C", "H", "H", "H", "C", "H", "H", "H", "H", "H", "H", "C", "O", "Cl", "N", "C", "N", "S", "H", "H", "H", "H"], "xyz": [[2.279, -1.110, -3.799], [2.922, -2.536, -1.146], [1.319, -0.147, -1.129], [-1.611, -0.968, -0.706], [-2.335, -2.469, 0.189], [-3.162, 0.079, -0.907], [-1.080, -0.746, -3.058], [-2.291, -2.022, -2.773], [-0.575, -2.366, -2.403], [-1.350, -1.594, -2.422], [-2.881, 0.959, -1.514], [-3.985, -0.462, -1.427], [-3.217, -2.898, -0.353], [-2.646, -2.154, 1.216], [-3.533, 0.402, 0.089], [-1.516, -3.222, 0.235], [0.386, -1.375, 1.622], [0.416, -1.772, 2.701], [0.036, 1.714, -2.089], [3.885, 2.484, 1.792], [2.567, 2.548, 1.994], [2.136, 3.571, 2.781], [1.489, 1.387, 1.318], [4.505, 3.091, 2.290], [4.323, 1.747, 1.226], [1.143, 3.699, 3.010], [2.777, 4.159, 3.263]], "forces_ev_per_angstrom": [[0.75, -1.20, 1.52], [0.27, -0.08, -2.02], [-3.04, 2.61, 1.78], [-1.41, -0.23, -0.35], [0.55, 0.33, -0.17], [0.50, 0.18, -0.01], [0.00, -0.20, -0.06], [0.21, -0.13, -0.25], [-0.04, -0.07, -0.23], [-0.51, 0.06, 0.43], [-0.26, -0.31, 0.41], [0.73, 0.09, 0.34], [0.82, 0.50, 0.38], [0.31, -0.37, -0.81], [0.34, -0.14, -0.63], [-0.72, 0.27, 0.20], [0.98, -1.46, 3.43], [-0.41, 1.24, -3.30], [0.79, -0.64, 0.01], [0.00, -0.86, -0.56], [0.35, 1.10, 0.45], [-1.14, -1.70, -0.99], [-0.01, -0.01, -0.19], [0.28, 0.29, 0.09], [-0.63, 0.65, 0.61], [0.79, -0.31, -0.35], [0.50, 0.38, 0.25]], "mulliken_charge": [0.39, 0.28, 0.34, 0.85, -1.16, -1.12, 0.39, 0.43, 0.35, -1.16, 0.31, 0.40, 0.40, 0.37, 0.36, 0.33, 0.06, -0.11, -0.35, -0.34, 0.77, -0.38, -0.20, 0.21, 0.18, 0.23, 0.21], "s_squared": 2.0026, "lumo_energy_ev": [-11.2267, -11.2354], "energy_ha": -3262.89237, "gap_ev": [3.96, 3.95], "multiplicity": 3, "total_charge": 2}

---

Entry 8:
{"formula": "C5H13FN2S", "method": "ωB97M-V/def2-TZVPD", "symbols": ["C", "N", "S", "N", "C", "C", "C", "C", "H", "H", "H", "H", "H", "H", "H", "H", "H", "H", "H", "H", "F", "H"], "xyz": [[-0.131, -3.977, 0.225], [-0.281, -2.757, 0.024], [-1.203, -1.560, 0.674], [-0.263, -0.224, 0.307], [-0.480, 0.391, -1.000], [0.437, -0.022, -2.151], [0.747, 0.406, 1.124], [0.281, 1.485, 2.058], [-0.637, -4.454, 1.073], [0.595, -4.390, -0.437], [-0.679, 1.416, -0.980], [-1.539, 0.027, -1.383], [0.152, 0.329, -3.167], [1.436, 0.544, -1.992], [0.709, -1.085, -2.308], [1.487, 0.861, 0.498], [1.151, -0.397, 1.761], [-0.095, 2.416, 1.529], [-0.683, 1.306, 2.604], [1.059, 1.742, 2.765], [-4.571, 2.174, 0.877], [-5.338, 1.612, 0.760]], "forces_ev_per_angstrom": [[-0.76, 0.25, 1.17], [0.67, 1.45, -1.30], [0.78, 0.78, 1.04], [-1.16, 0.42, -1.56], [-3.37, -3.45, -2.00], [2.96, 1.36, -0.42], [-0.61, -1.37, 1.49], [-2.60, 1.90, 0.04], [0.13, -0.66, -0.43], [0.40, -1.21, -0.03], [0.48, 1.90, 0.39], [1.75, 0.47, 1.04], [-0.46, 0.05, 0.81], [-1.14, -1.06, -0.28], [-0.53, 0.44, 0.77], [0.74, -0.25, -0.53], [0.46, 0.28, -0.38], [1.09, -0.75, 0.16], [1.05, -0.77, -0.10], [0.10, 0.21, 0.12], [-1.43, -1.04, -0.22], [1.45, 1.04, 0.22]], "mulliken_charge": [-0.29, -0.24, -0.03, 0.19, -0.73, -0.95, -0.38, -1.13, 0.22, 0.26, 0.44, 0.28, 0.36, 0.22, 0.25, 0.21, 0.39, 0.27, 0.28, 0.37, -0.40, 0.40], "smiles": "C=NSN(CC)CC.F", "lumo_energy_ev": 0.6689, "energy_ha": -805.77359, "gap_ev": 8.94, "de_lowest_kj_mol": 46.5, "multiplicity": 1}

---

Copy entry 2 word for word.
{"formula": "C5H12S", "method": "ωB97M-V/def2-TZVPD", "symbols": ["C", "C", "C", "C", "C", "H", "H", "H", "H", "H", "H", "H", "H", "H", "H", "H", "H", "S"], "xyz": [[-2.455, -0.369, -0.287], [-1.218, -0.649, 0.482], [-0.275, 0.199, -0.062], [1.024, 0.088, 0.431], [1.960, 1.247, -0.125], [-2.079, 0.055, -1.424], [-3.230, -1.486, -0.515], [-2.998, 0.435, 0.301], [-1.353, -0.737, 1.510], [-1.022, -1.706, 0.394], [-0.893, 1.146, -0.031], [-0.249, -0.111, -1.057], [1.114, 0.087, 1.470], [2.022, 0.940, -1.198], [3.035, 1.166, 0.413], [1.526, 2.277, 0.175], [3.313, -1.062, -0.380], [1.778, -1.522, -0.097]], "forces_ev_per_angstrom": [[-3.18, -1.43, -2.84], [-3.14, -5.17, 0.36], [-1.18, 3.08, -1.33], [5.72, 1.59, 0.07], [0.96, -0.63, 1.79], [-1.75, -1.25, 3.20], [2.29, 3.84, 0.86], [-0.06, -0.91, -1.31], [-0.45, 1.30, 2.26], [0.78, -0.74, -0.97], [1.97, 0.28, -0.04], [0.28, 0.16, -2.14], [-0.16, 0.06, 1.87], [0.25, 1.31, 0.61], [-2.41, 0.17, -1.46], [0.62, -1.64, -1.05], [-3.67, -0.87, 0.74], [3.12, 0.84, -0.62]], "mulliken_charge": [-0.97, -0.51, -0.97, -0.02, -1.24, 0.24, 0.28, 0.25, 0.50, 0.35, 0.33, 0.36, 0.49, 0.38, 0.27, 0.33, 0.16, -0.25], "lumo_energy_ev": 0.6436, "energy_ha": -595.73641, "gap_ev": 9.77, "de_lowest_kj_mol": 382.3, "multiplicity": 1}